The following is a DFT calculation (ωB97M-V/def2-TZVPD) of a cluster of 2 separate species, C4H13N2 in total.

Atoms and positions in Å:
C (-0.938, -1.741, -0.311)
C (0.479, -1.720, 0.303)
C (2.084, -0.281, -0.543)
N (1.074, -0.376, 0.264)
H (-1.229, -2.815, -0.375)
H (-1.707, -1.141, 0.264)
H (-0.937, -1.370, -1.387)
H (1.126, -2.447, -0.242)
H (0.475, -1.977, 1.400)
H (2.508, -1.168, -1.033)
H (2.517, 0.719, -0.674)
C (-1.641, 2.051, -0.304)
N (-0.527, 1.671, 0.621)
H (-2.154, 2.981, 0.072)
H (-1.195, 2.353, -1.288)
H (-2.301, 1.205, -0.368)
H (-0.900, 1.676, 1.564)
H (0.216, 2.375, 0.685)
H (-0.148, 0.690, 0.306)

Calculated values
Molar mass   89.16 g/mol
ΔE to the lowest compared entry with this formula, charge and spin   2.5424 eV
Highest occupied orbital energy (alpha / beta)   -3.251 / -8.183 eV
2S+1   2

The following is a DFT calculation (ωB97M-V/def2-TZVPD) of a cluster of 2 separate species, C4H13N2 in total.

Atoms and positions in Å:
N (-1.932, -2.305, -0.313)
C (-0.915, -1.272, -0.421)
C (0.416, -0.966, 1.669)
C (-0.644, -0.666, 0.931)
H (-2.121, -2.727, -1.212)
H (-2.808, -1.947, 0.046)
H (-1.171, -0.462, -1.128)
H (0.004, -1.753, -0.774)
H (0.575, -0.541, 2.650)
H (1.154, -1.660, 1.282)
H (-1.410, -0.020, 1.348)
C (0.692, 2.429, -0.517)
N (1.510, 1.177, -0.524)
H (0.632, 2.772, 0.509)
H (1.187, 3.175, -1.128)
H (-0.289, 2.188, -0.900)
H (1.090, 0.476, 0.123)
H (2.463, 1.351, -0.193)
H (1.569, 0.751, -1.449)

Calculated values
Molar mass   89.16 g/mol
ΔE to the lowest compared entry with this formula, charge and spin   1.8413 eV
Highest occupied orbital energy   -12.721 eV
Net charge   +1

The following is a DFT calculation (ωB97M-V/def2-TZVPD) of a structure of composition C4H13N2.

Atoms and positions in Å:
C (-0.922, 1.160, 1.503)
C (-1.468, -0.238, 1.180)
N (-1.321, -0.796, -0.183)
H (-1.335, 1.917, 0.880)
H (-1.217, 1.398, 2.521)
H (0.140, 1.312, 1.380)
H (-0.945, -0.916, 1.865)
H (-2.546, -0.274, 1.364)
H (-1.664, -1.743, -0.118)
H (-2.039, -0.317, -0.873)
C (1.230, 0.574, -1.814)
C (2.128, -0.992, -0.237)
N (1.113, -0.418, -0.763)
H (0.433, 1.352, -1.711)
H (1.011, 0.067, -2.793)
H (2.226, 1.048, -1.769)
H (3.154, -0.698, -0.461)
H (2.044, -1.794, 0.471)
H (-0.023, -0.643, -0.444)

Calculated values
Molar mass   89.16 g/mol
ΔE to the lowest compared entry with this formula, charge and spin   1.6886 eV
Highest occupied orbital energy   -14.790 eV
Net charge   +1

The following is a DFT calculation (ωB97M-V/def2-TZVPD) of a cluster of 2 separate species, C4H13N2 in total.

Atoms and positions in Å:
C (-0.260, 2.268, -1.075)
C (-0.788, -0.760, 1.410)
C (1.571, -0.188, 1.031)
C (0.450, -1.270, -0.780)
N (-0.370, -1.891, -1.498)
N (0.215, -0.514, 0.448)
H (-1.169, 2.818, -0.774)
H (-0.617, 1.321, -1.510)
H (0.092, 2.962, -1.858)
H (-1.142, 0.219, 1.821)
H (-1.742, -1.162, 0.984)
H (-0.581, -1.500, 2.153)
H (2.324, -0.694, 0.495)
H (1.846, 0.860, 0.933)
H (1.474, -0.545, 2.047)
H (0.306, 1.982, -0.292)
H (-1.420, -1.989, -1.314)
H (-0.136, -2.404, -2.325)
H (-0.050, 0.485, 0.104)

Calculated values
Molar mass   89.16 g/mol
ΔE to the lowest compared entry with this formula, charge and spin   4.7991 eV
Highest occupied orbital energy   -13.127 eV
Net charge   +1

The following is a DFT calculation (ωB97M-V/def2-TZVPD) of a cluster of 2 separate species, C4H13N2O in total.

Atoms and positions in Å:
C (0.015, 3.378, -0.804)
C (0.466, 1.935, -1.200)
C (-0.396, 0.933, -0.462)
N (0.413, -0.221, -0.095)
C (0.018, -1.530, 0.105)
N (0.885, -2.481, 0.599)
H (-1.021, 3.497, -0.505)
H (0.667, 3.716, 0.008)
H (0.275, 4.072, -1.606)
H (0.441, 1.988, -2.291)
H (1.532, 1.877, -0.990)
H (-0.736, 1.393, 0.474)
H (-1.264, 0.558, -1.009)
H (1.389, 0.011, -0.046)
H (-0.989, -1.786, -0.102)
H (0.519, -3.375, 0.833)
H (1.883, -2.409, 0.594)
H (-1.556, -3.309, 2.714)
H (-1.498, -4.534, 1.775)
O (-1.042, -3.713, 2.006)

Calculated values
Molar mass   105.16 g/mol
ΔE to the lowest compared entry with this formula, charge and spin   0.7248 eV
Highest occupied orbital energy (alpha / beta)   -3.950 / -8.154 eV
2S+1   2

The following is a DFT calculation (ωB97M-V/def2-TZVPD) of a structure of composition C4H13N2O.

Atoms and positions in Å:
C (0.705, 1.927, -0.135)
O (1.238, 1.857, 1.159)
C (-0.108, 0.656, -0.499)
C (-0.508, -0.151, 0.780)
C (-1.485, -1.314, 0.481)
N (-0.815, -2.275, -0.431)
N (0.777, -0.339, -1.228)
H (-0.052, 2.700, -0.040)
H (1.457, 2.138, -0.903)
H (2.177, 1.580, 1.099)
H (-1.040, 0.907, -1.012)
H (0.440, -0.397, 1.244)
H (-1.021, 0.505, 1.470)
H (-1.564, -1.719, 1.510)
H (-2.476, -1.119, 0.133)
H (0.144, -1.523, -0.841)
H (-0.429, -3.008, 0.124)
H (-1.487, -2.755, -1.046)
H (0.698, -0.310, -2.214)
H (1.730, -0.052, -1.033)

Calculated values
Molar mass   105.16 g/mol
ΔE to the lowest compared entry with this formula, charge and spin   2.0820 eV
Highest occupied orbital energy   -14.061 eV
Net charge   +1

The following is a DFT calculation (ωB97M-V/def2-TZVPD) of a cluster of 2 separate species, C4H13N2O in total.

Atoms and positions in Å:
O (-0.321, -2.981, -1.626)
C (0.291, -2.982, -0.596)
C (1.045, -1.759, -0.140)
N (0.728, -0.631, -1.041)
H (0.314, -3.838, 0.095)
H (0.807, -1.522, 0.900)
H (2.111, -2.004, -0.121)
H (1.564, -0.135, -1.341)
H (0.299, -1.036, -1.887)
H (-0.004, 0.081, -0.556)
C (-1.353, 0.982, 1.391)
N (-0.825, 1.260, 0.036)
C (0.146, 2.351, 0.043)
H (-0.548, 0.595, 2.015)
H (-1.731, 1.883, 1.879)
H (-2.155, 0.255, 1.306)
H (-1.627, 1.523, -0.528)
H (-0.274, 3.303, 0.379)
H (0.573, 2.531, -0.944)
H (0.959, 2.125, 0.737)

Calculated values
Molar mass   105.16 g/mol
ΔE to the lowest compared entry with this formula, charge and spin   1.8277 eV
Highest occupied orbital energy   -14.316 eV
Net charge   +1

The following is a DFT calculation (ωB97M-V/def2-TZVPD) of a cluster of 2 separate species, C4H13N2O in total.

Atoms and positions in Å:
C (-1.003, 1.747, -0.605)
C (0.411, 1.595, -1.174)
C (1.456, 0.659, -0.476)
N (0.808, -0.502, 0.200)
C (-0.035, -1.146, -0.522)
N (-0.995, -2.050, -0.111)
H (-1.589, 0.848, -0.778)
H (-0.968, 1.820, 0.498)
H (-1.498, 2.607, -1.034)
H (0.311, 1.316, -2.235)
H (0.902, 2.563, -1.208)
H (2.084, 0.161, -1.222)
H (2.089, 1.291, 0.133)
H (0.648, -0.628, 1.215)
H (0.092, -1.163, -1.610)
H (-0.864, -2.978, -0.518)
H (-1.940, -1.718, -0.294)
H (0.253, -2.186, 3.524)
H (-0.487, -0.872, 3.189)
O (0.325, -1.363, 3.031)

Calculated values
Molar mass   105.16 g/mol
ΔE to the lowest compared entry with this formula, charge and spin   2.2369 eV
Highest occupied orbital energy   -14.972 eV
Net charge   +1